Computed, not measured: a 2-piece molecular cluster, CH3N2O overall in a non-equilibrium geometry, with the ωB97M-V functional and the def2-TZVPD basis.

Computed properties:
Energy relative to the best compared isomer or geometry (same formula, charge and spin) (kcal/mol): 8.53
E_LUMO (alpha / beta) (eV): 4.637 / 3.716
E_tot (a.u.): -224.4627
HOMO level (alpha / beta) (eV): -0.6147 / -1.0249
Gap between HOMO and LUMO (alpha / beta) (eV): 5.251 / 4.741

Geometry as ORCA input:
```
! RIJCOSX wB97M-V def2-TZVPD def2/J DEFGRID3
* xyz -1 3
C 0.258 0.636 -0.780
N -0.140 1.032 -1.901
N -0.505 -1.097 1.534
O -0.390 -0.673 2.725
H 1.242 1.102 -0.396
H 0.433 -1.436 1.139
H -0.899 0.435 -2.321
*
```